Density functional theory data (ωB97M-V/def2-TZVPD) for a 12-piece molecular cluster, C12H44N22O14 overall at a distorted geometry.

Summary:
F_max, eV Å⁻¹: 9.97
HOMO-LUMO gap, hartree: 0.12249
Relative energy (zero: lowest compared OMol25 entry of this formula, charge and spin), kcal/mol: 329.5

The geometry in ORCA input format:
```
! wB97M-V def2-TZVPD RIJCOSX def2/J DEFGRID3
* xyz -2 1
C -18.165 12.185 -2.601
O -17.845 11.379 -3.462
O -17.392 12.919 -2.060
O -19.413 12.334 -2.431
C -24.757 10.361 -0.174
O -25.781 10.470 0.437
N -24.247 9.277 -0.670
N -23.994 11.439 -0.346
H -24.728 8.485 -0.268
H -23.249 9.368 -0.793
H -24.436 12.344 -0.267
H -23.059 11.470 -0.727
C -17.692 19.590 -4.331
O -18.051 20.632 -4.864
N -17.292 19.537 -3.123
N -17.854 18.413 -4.753
H -17.415 20.298 -2.470
H -16.948 18.651 -2.781
H -17.749 17.591 -4.177
H -18.123 18.439 -5.726
C -21.582 9.475 -6.978
O -22.453 9.287 -7.826
N -21.826 9.734 -5.762
N -20.273 9.385 -7.149
H -21.095 9.799 -5.068
H -22.591 10.385 -5.654
H -20.021 8.825 -7.951
H -19.641 9.545 -6.377
C -12.236 10.102 -3.042
O -11.086 9.682 -2.948
N -13.104 9.812 -3.987
N -12.669 11.043 -2.254
H -12.922 9.287 -4.830
H -14.063 10.054 -3.784
H -11.983 11.245 -1.540
H -13.611 11.404 -2.295
C -20.602 10.696 3.373
O -21.076 9.963 4.249
N -20.668 11.940 3.336
N -20.225 10.304 2.141
H -20.049 12.381 2.671
H -21.095 12.349 4.154
H -20.067 10.991 1.417
H -20.234 9.320 1.913
C -22.007 15.017 -6.388
O -22.545 15.791 -7.156
N -21.131 14.159 -6.841
N -22.119 15.178 -5.072
H -21.128 14.002 -7.838
H -20.622 13.516 -6.252
H -21.673 14.515 -4.454
H -22.759 15.899 -4.773
C -14.569 13.989 -6.526
O -13.928 14.452 -7.507
N -14.626 14.547 -5.405
N -15.537 13.167 -6.694
H -15.316 14.151 -4.783
H -14.099 15.357 -5.110
H -15.667 12.714 -7.587
H -16.012 12.762 -5.901
C -19.951 16.929 0.570
O -20.449 18.030 0.952
N -18.817 16.444 0.819
N -20.737 16.185 -0.165
H -18.156 17.012 1.329
H -18.477 15.599 0.381
H -21.660 16.553 -0.346
H -20.382 15.285 -0.454
C -14.503 12.900 3.431
O -14.117 14.030 3.634
N -15.170 12.321 2.555
N -14.433 11.963 4.364
H -15.280 11.317 2.569
H -15.395 12.793 1.691
H -14.672 11.045 4.017
H -13.987 12.164 5.247
C -11.946 17.942 -0.961
O -11.988 18.032 -2.214
N -12.592 17.004 -0.291
N -11.430 18.817 -0.116
H -12.563 17.066 0.717
H -13.015 16.205 -0.740
H -11.135 19.678 -0.554
H -11.342 18.639 0.874
C -19.118 5.581 -2.510
O -20.061 5.664 -3.256
N -19.066 4.730 -1.576
N -18.193 6.451 -2.374
H -18.432 4.906 -0.809
H -19.766 4.003 -1.568
H -18.326 7.376 -2.756
H -17.339 6.153 -1.922
*
```

Density functional theory data (ωB97M-V/def2-TZVPD) for C20H31N6O3PS4Zn as an isolated structure.

Summary:
F_max, eV Å⁻¹: 0.62
HOMO-LUMO gap, hartree: 0.23053

The geometry in ORCA input format:
```
! wB97M-V def2-TZVPD RIJCOSX def2/J DEFGRID3
* xyz 0 1
Zn 2.196 -0.456 0.656
O 4.508 -5.468 -3.172
C 4.113 -4.605 -2.430
S 4.951 -3.076 -2.146
C 3.803 -2.385 -1.004
C 2.735 -3.149 -0.700
S 1.420 -2.725 0.356
S 2.619 -4.715 -1.494
S 4.202 -0.785 -0.430
C 3.435 1.942 4.702
N 2.577 0.790 4.458
C 2.007 0.071 5.452
C 1.261 -1.028 5.199
C 1.124 -1.429 3.832
N 1.649 -0.688 2.866
C 2.369 0.418 3.133
O 2.851 1.084 2.216
N 0.472 -2.541 3.497
H 3.530 2.101 5.773
H 3.013 2.826 4.227
H 4.414 1.767 4.260
H 2.191 0.420 6.458
H 0.813 -1.595 5.999
H 0.156 -3.169 4.213
H 0.583 -2.892 2.547
O 0.762 0.707 -0.234
P -0.475 0.924 -1.030
N -1.740 0.234 -0.174
C -1.530 -0.871 0.769
C -2.478 -1.958 0.282
C -3.698 -1.141 -0.155
C -3.084 0.129 -0.763
N -0.281 0.403 -2.586
C -1.157 0.559 -3.750
C -1.321 -0.858 -4.284
C 0.088 -1.427 -4.098
C 0.557 -0.811 -2.776
N -0.801 2.547 -1.157
C -0.738 3.277 0.123
C -2.107 3.931 0.255
C -2.407 4.323 -1.193
C -1.830 3.160 -2.014
H -1.809 -0.547 1.780
H -0.489 -1.182 0.783
H -2.707 -2.686 1.060
H -2.035 -2.480 -0.569
H -4.303 -0.886 0.717
H -4.332 -1.664 -0.869
H -3.683 1.014 -0.531
H -3.024 0.037 -1.852
H -0.654 1.179 -4.502
H -2.103 1.033 -3.503
H -1.660 -0.872 -5.319
H -2.038 -1.414 -3.672
H 0.726 -1.104 -4.921
H 0.110 -2.514 -4.054
H 1.615 -0.542 -2.794
H 0.404 -1.510 -1.956
H 0.047 4.037 0.068
H -0.500 2.596 0.940
H -2.097 4.784 0.931
H -2.837 3.201 0.613
H -1.892 5.253 -1.439
H -3.470 4.460 -1.386
H -1.391 3.504 -2.952
H -2.629 2.456 -2.254
*
```